Molecular formula: C4H8NO3
Method: DFT, the ωB97M-V functional and the def2-TZVPD basis

energy relative to the best compared isomer or geometry (same formula, charge and spin)	119.3	kJ/mol
electronic energy	-437.60113	Eh
HOMO energy (spin up / spin down)	-9.937 / -9.912	eV
LUMO level (spin up / spin down)	0.6 / -3.5	eV

Geometry as ORCA input:
```
! RIJCOSX wB97M-V def2-TZVPD def2/J DEFGRID3
* xyz 0 2
C -0.725 0.019 1.594
O -0.335 1.299 2.097
C -0.092 -0.462 0.285
C 0.133 0.656 -0.769
C 1.420 0.311 -1.571
O 1.576 -0.740 -2.167
O 2.236 1.270 -1.466
N -0.923 -1.516 -0.305
H -0.376 -0.707 2.335
H -1.814 -0.008 1.614
H 0.098 1.766 1.404
H 0.900 -0.841 0.513
H 0.275 1.662 -0.355
H -0.664 0.739 -1.506
H -1.439 -1.210 -1.119
H -0.269 -2.238 -0.584
*
```